[1]
C2H9N3O as an isolated structure. Source: the Open Molecules 2025 dataset; level of theory: ωB97M-V with the def2-TZVPD basis set.

Calculated values
energy: -320.98085 Ha
molecular weight: 91.11 g/mol
energy above the lowest of the compared OMol25 structures with the same formula, charge and spin: 396.2 kJ/mol
HOMO energy (spin up / spin down): -7.93 / -7.93 eV
HOMO-LUMO gap (spin up / spin down): 7.797 / 7.799 eV

The geometry in XYZ format:
```
15
Properties=species:S:1:pos:R:3:forces:R:3
C -1.6068 0.2278 -0.5512 1.52 -2.54 1.57
N -1.5305 1.4037 0.2342 -0.17 1.21 0.46
H -1.7891 1.2466 1.2011 0.06 0.01 -0.13
H -0.5987 1.8055 0.2120 -0.20 -0.15 0.09
H -1.3923 0.4563 -1.5894 0.27 -0.27 -0.11
H -2.5910 -0.2256 -0.4929 -0.23 0.04 -0.07
H 1.1448 0.0670 -1.3455 0.79 -0.47 0.32
N 0.3477 -1.4815 0.6972 3.48 0.20 -0.59
C 1.7627 -0.1513 -0.4297 0.10 1.75 -0.41
O 1.4343 0.9067 0.4576 0.21 -0.53 0.37
N 1.4231 -1.4547 -0.0236 -3.34 -1.66 1.56
H 1.2590 0.4744 1.3101 -0.08 0.33 -0.12
H -0.8090 -0.6701 0.0445 -2.27 2.21 -2.45
H 0.1000 -2.4537 0.8925 0.21 -0.22 -0.23
H 2.8458 -0.1513 -0.6169 -0.34 0.09 -0.27
```
Positions in Å, forces in eV/Å.

***

[2]
One molecule with the formula C3H6OS. Source: the Open Molecules 2025 dataset; level of theory: ωB97M-V with the def2-TZVPD basis set.

Calculated values
energy: -591.28801 Ha
molecular weight: 90.15 g/mol
energy above the lowest of the compared OMol25 structures with the same formula, charge and spin: 118.1 kJ/mol
HOMO energy: -9.09 eV
SMILES string: C[C@@H](S)C=O
HOMO-LUMO gap: 9.807 eV

The geometry in XYZ format:
```
11
Properties=species:S:1:pos:R:3:forces:R:3
C 1.3957 -1.2340 -0.1900 -1.00 -3.95 0.07
C 0.2801 -0.4590 0.4603 -0.41 1.61 -0.65
C -1.1241 -0.7905 0.0615 -0.34 -1.11 -2.08
H 2.3416 -0.8071 -0.0092 1.11 0.45 0.65
H 1.3557 -2.3287 0.2325 0.42 1.90 -0.61
H 1.3823 -1.3875 -1.2931 -0.71 0.55 0.67
H 0.3447 -0.3322 1.5217 0.19 -0.91 0.81
H -0.7011 1.8281 -0.0988 1.43 -1.07 0.24
H -1.3446 -1.7801 -0.3798 0.54 -0.63 0.74
O -2.0087 -0.0090 -0.1336 -0.51 0.86 0.79
S 0.5863 1.2363 -0.0560 -0.72 2.31 -0.64
```
Positions in Å, forces in eV/Å.

***

[3]
C30H48F3FeO30 as an isolated structure. Source: the Open Molecules 2025 dataset; level of theory: ωB97M-V with the def2-TZVPD basis set.

Calculated values
energy: -4992.61903 Ha
molecular weight: 1001.52 g/mol
energy above the lowest of the compared OMol25 structures with the same formula, charge and spin: 0.0 kJ/mol
2S+1: 6
HOMO energy (spin up / spin down): -9.94 / -10.07 eV
HOMO-LUMO gap (spin up / spin down): 10.357 / 9.326 eV

The geometry in XYZ format:
```
112
Properties=species:S:1:pos:R:3:forces:R:3
Fe -2.0313 -2.1988 -1.0685 -0.52 0.34 -0.26
C -2.8360 -4.1241 2.3576 0.93 -0.21 -0.64
C -2.5982 -3.4332 1.0313 -0.42 0.45 -0.17
O -2.0169 -3.9777 0.0673 0.90 -1.32 -0.27
O -2.9588 -2.2479 0.7919 -0.53 1.14 0.76
H -3.8680 -4.4278 2.5064 -0.09 0.18 -0.10
H -2.4859 -3.5021 3.1794 -0.22 0.19 -0.04
H -2.1953 -5.0059 2.3184 -0.22 -0.14 0.20
C 0.4639 0.4462 0.6544 0.04 -0.19 0.46
C -0.3375 -0.5119 -0.1818 -1.42 -0.82 0.35
O -0.0597 -1.7133 -0.4378 1.37 -0.68 0.21
O -1.5166 -0.1922 -0.5112 -0.14 1.24 -0.19
H -0.2360 0.7453 1.4376 -0.04 0.48 -0.23
H 0.8102 1.3050 0.0827 -0.17 0.09 -0.02
H 1.2943 0.0286 1.2212 0.09 -0.39 -0.50
C -5.6304 -2.1658 -2.9066 -0.30 0.29 -0.74
C -4.3037 -2.0455 -2.2522 1.97 -0.82 0.85
O -3.7929 -1.0458 -1.6917 -1.32 1.19 0.05
O -3.5167 -3.0480 -2.2521 -0.28 -1.35 -0.21
H -6.2238 -3.0446 -2.6578 0.24 0.08 0.81
H -5.4495 -2.3845 -3.9641 0.14 0.54 -0.08
H -6.1973 -1.2467 -2.7801 -0.12 -0.10 -0.14
C -0.2279 2.4422 -2.9654 0.83 0.77 -0.68
C 1.1888 2.9802 -2.7609 -0.51 -0.25 0.70
O 1.6449 3.3122 -4.0378 0.32 0.47 0.73
C 0.9568 2.5713 -4.9248 -0.29 -0.95 -0.84
O 1.2802 2.3164 -6.0409 0.14 0.51 0.15
O -0.1566 2.0912 -4.3646 -0.89 -0.62 0.63
F 2.0061 1.9686 -2.2821 0.06 -0.07 0.08
H -0.9522 3.2358 -2.8132 -0.07 0.00 -0.20
H -0.4662 1.6080 -2.3088 0.04 -0.27 -0.29
H 1.2283 3.7912 -2.0372 0.28 0.21 -0.36
C 2.9011 2.8029 4.6605 0.10 -0.76 -1.06
C 2.0566 2.2102 3.5221 -0.20 0.07 1.71
O 0.7674 2.7326 3.8562 -0.07 -1.05 -1.30
C 0.8848 3.7922 4.6522 0.93 1.17 0.13
O 0.0219 4.5288 4.9763 -0.41 -0.09 0.14
O 2.2035 3.9913 4.9697 0.04 0.14 0.09
F 2.0112 0.8577 3.6005 -0.13 -0.11 -0.12
H 3.8954 2.9053 4.2265 0.13 0.79 0.63
H 2.9049 2.1651 5.5434 0.10 -0.26 -0.15
H 2.4138 2.4908 2.5340 -0.42 0.11 -0.11
C -3.9295 2.2426 0.1935 -1.65 -0.72 0.33
C -4.3465 3.0935 -0.9947 1.04 -0.19 0.74
O -3.0528 3.4248 -1.5083 -0.16 0.15 0.13
C -2.1417 3.3442 -0.4775 0.33 1.12 -0.27
O -1.0599 3.8614 -0.4766 -0.21 -0.42 -0.54
O -2.6525 2.7088 0.5474 0.27 -0.56 0.23
F -4.9815 4.2340 -0.6049 0.01 0.15 -0.17
H -3.9720 1.2006 -0.1380 0.68 -0.10 0.20
H -4.5362 2.3449 1.0922 -0.31 0.15 -0.28
H -4.9553 2.5751 -1.7275 0.16 0.11 -0.23
C 4.5450 7.1382 3.7025 0.06 0.62 -0.95
O 4.0845 6.0676 2.8904 0.44 -1.33 0.10
C 2.9080 6.0760 2.2858 -0.28 1.52 0.23
O 2.1574 7.0180 2.2384 -0.01 -0.40 -0.01
O 2.7262 4.8890 1.7204 0.47 -0.57 -0.31
C 1.4861 4.6523 1.0782 -1.15 -0.53 0.15
H 3.9535 7.2650 4.6052 0.03 -0.14 0.03
H 4.5417 8.0556 3.1085 -0.22 0.07 0.20
H 5.5893 6.8907 3.8750 -0.13 -0.03 0.44
H 1.4039 3.5817 0.8841 0.32 -0.01 0.14
H 1.3207 5.1253 0.1115 0.41 0.53 0.21
H 0.6726 4.8969 1.7612 -0.08 0.23 -0.20
C 1.6610 -4.9122 -1.3173 1.05 0.57 0.88
O 0.9922 -5.5154 -2.4092 0.12 -0.22 0.14
C -0.1647 -4.9698 -2.7340 0.06 -1.01 -0.41
O -0.6187 -3.9607 -2.2928 -0.27 0.90 0.50
O -0.7387 -5.7472 -3.6519 0.05 0.16 0.17
C -1.9777 -5.2668 -4.1240 -1.35 0.30 -1.28
H 2.0939 -3.9374 -1.5547 -0.21 -0.03 -0.30
H 2.5001 -5.5542 -1.0546 -0.13 -0.18 -0.19
H 1.0561 -4.7670 -0.4218 -0.43 -0.19 -0.28
H -2.1346 -5.6733 -5.1253 0.31 -0.20 0.10
H -2.0404 -4.1831 -4.2326 0.38 -0.01 0.33
H -2.8541 -5.5631 -3.5455 0.42 -0.12 0.49
C 1.3105 -1.3843 -3.5205 -0.27 -0.52 1.01
O 0.2830 -1.2392 -4.5025 0.38 0.05 -0.22
C -0.9687 -1.1729 -4.0781 0.53 -0.36 -0.54
O -1.3823 -1.5681 -3.0198 0.24 0.60 0.30
O -1.7607 -0.6590 -4.9828 -0.85 -0.05 -0.13
C -1.3874 -0.5943 -6.3566 -0.17 -0.37 -0.95
H 2.2782 -1.3409 -4.0076 -0.13 0.35 -0.20
H 1.2430 -2.3313 -2.9817 -0.23 -0.08 -0.24
H 1.1520 -0.6249 -2.7547 0.37 0.21 -0.15
H -1.3275 -1.5841 -6.8187 0.15 -0.21 0.49
H -0.4480 -0.0893 -6.5605 -0.11 0.35 0.32
H -2.2379 -0.1421 -6.8598 0.18 0.46 0.15
C 3.6393 -0.7345 -0.7424 0.35 0.34 1.39
O 4.1210 -2.0392 -1.0186 0.09 -0.45 -1.18
C 5.1278 -2.5538 -0.3227 0.22 0.88 0.88
O 5.7405 -1.9801 0.5443 -0.01 -0.14 -0.11
O 5.3161 -3.7972 -0.7184 -0.21 -0.36 -0.67
C 6.2764 -4.6028 -0.0344 -0.83 -0.44 0.31
H 4.3922 -0.0072 -0.4272 0.45 -0.40 -0.27
H 3.0128 -0.8568 0.1418 -0.55 0.34 -0.38
H 3.1558 -0.3354 -1.6253 -0.31 -0.30 0.03
H 7.2967 -4.3064 -0.2520 0.02 0.10 0.11
H 6.0509 -5.6086 -0.3849 0.37 0.04 -0.25
H 6.0315 -4.6258 1.0276 0.42 0.37 0.08
C -1.5056 -1.9192 7.3375 -0.86 0.38 1.14
O -1.4058 -1.5499 5.9899 1.10 -0.58 -1.14
C -2.1338 -0.5617 5.4777 -0.79 0.01 1.51
O -2.9565 0.0645 6.0998 0.08 0.11 -0.23
O -1.8261 -0.4234 4.2114 0.33 -0.29 -0.79
C -2.5510 0.5522 3.4803 -1.00 0.77 -0.02
H -1.0983 -1.1599 8.0092 0.04 0.11 -0.20
H -0.9682 -2.8461 7.5163 0.10 0.00 -0.46
H -2.5511 -2.0627 7.6217 0.03 0.00 -0.06
H -2.4147 1.5495 3.9016 0.53 -0.01 -0.20
H -3.6368 0.4286 3.5242 0.07 -0.59 0.22
H -2.2791 0.4676 2.4326 0.37 0.04 0.11
```
Positions in Å, forces in eV/Å.